Run one
ORCA calculation (the ωB97M-V functional and the def2-TZVPD basis) on 2 unconnected molecules or ions with the total composition C2H4N2O3.

E_LUMO, eV: -1.811
E_HOMO, eV: -11.140
Orbital gap, eV: 9.329

Positions of all 11 atoms, in Å:
O 2.28 -2.46 0.50
O 0.81 -3.58 1.66
O 0.19 -4.30 -2.76
N 1.28 -3.20 0.58
N 0.54 -3.92 -1.71
C 0.60 -0.02 1.15
C 0.70 -3.60 -0.59
H 1.62 -0.19 1.62
H 0.60 1.00 0.80
H 0.51 -0.81 0.45
H 0.08 -0.14 2.13

---

Run two
ORCA calculation (the ωB97M-V functional and the def2-TZVPD basis) on a single C2H4N2O3 molecule.

E_LUMO, eV: 0.715
E_HOMO, eV: -9.253
SMILES: NC1=NOC1(O)O
Orbital gap, eV: 9.968

Positions of all 11 atoms, in Å:
O 0.75 1.57 -0.19
O 1.36 -0.27 1.12
O 1.24 -0.56 -1.09
N -0.79 1.51 -0.13
N -1.75 -0.70 0.07
C 0.76 0.16 -0.04
C -0.80 0.23 -0.03
H -2.70 -0.43 -0.12
H -1.48 -1.66 -0.09
H 2.14 -0.27 -1.28
H 1.27 0.42 1.79

---

Which structure is the most stable? The one labeled run two.

---

Run one
ORCA calculation (the ωB97M-V functional and the def2-TZVPD basis) on a single C4H5FS2 molecule.

E_LUMO, eV: -0.801
E_HOMO, eV: -8.921
SMILES: CS/C(C=S)=C\F
Orbital gap, eV: 8.120

Positions of all 12 atoms, in Å:
S 0.77 1.07 2.38
S 1.11 -0.43 -0.87
F -1.24 0.61 -2.35
C 0.83 -1.90 0.13
C -1.06 1.10 -1.13
C -0.11 0.71 -0.28
C -0.10 1.40 1.01
H -0.21 -2.20 0.21
H 1.42 -2.67 -0.38
H -1.80 1.88 -0.89
H -0.84 2.22 1.02
H 1.24 -1.79 1.16

---

Run two
ORCA calculation (the ωB97M-V functional and the def2-TZVPD basis) on 2 unconnected molecules or ions with the total composition C4H5FS2.

E_LUMO, eV: -0.983
E_HOMO, eV: -8.783
Orbital gap, eV: 7.800

Positions of all 12 atoms, in Å:
S 2.08 0.79 -1.46
S -0.09 -1.92 -1.50
F -1.34 -0.34 1.29
C 0.02 1.26 0.35
C -1.09 0.91 1.05
C 0.94 0.31 -0.32
C 0.78 -1.19 -0.07
H 0.38 -1.29 0.91
H 0.11 2.31 0.38
H -1.89 1.52 1.39
H 1.82 -1.58 -0.29
H -1.72 -0.77 -1.75

---

Which structure is the most stable? The one labeled run one.

---

Run one
ORCA calculation (the ωB97M-V functional and the def2-TZVPD basis) on 2 unconnected molecules or ions with the total composition C2HNOS.

E_LUMO, eV: 0.049
E_HOMO, eV: -9.794
Orbital gap, eV: 9.843

Positions of all 6 atoms, in Å:
S 0.02 1.86 -1.47
O 1.71 -1.05 0.69
N -0.88 0.28 0.52
C 0.84 -1.25 -0.01
C -0.45 0.76 -0.50
H -1.23 -0.60 0.77

---

Run two
ORCA calculation (the ωB97M-V functional and the def2-TZVPD basis) on 2 unconnected molecules or ions with the total composition C2HNOS.

E_LUMO, eV: -0.199
E_HOMO, eV: -11.375
Orbital gap, eV: 11.176

Positions of all 6 atoms, in Å:
S -0.40 -3.36 0.84
O 0.06 1.04 0.18
N -0.54 1.73 -2.09
C -0.25 1.39 -1.05
C 0.40 -2.43 1.76
H 0.72 1.64 0.37

---

Run three
ORCA calculation (the ωB97M-V functional and the def2-TZVPD basis) on a single C2HNOS molecule.

E_LUMO, eV: -0.705
E_HOMO, eV: -10.222
SMILES: N#COC=S
Orbital gap, eV: 9.518

Positions of all 6 atoms, in Å:
S -2.12 0.99 -0.01
O 0.33 1.74 0.14
N 2.68 0.96 -0.03
C -0.58 0.75 -0.07
C 1.58 1.33 -0.03
H 0.03 -0.20 -0.16

---

Which structure is the most stable? The one labeled run one.